Formula: C31H23N10O2STi
Source: OMol25
Level of theory: ωB97M-V/def2-TZVPD

```
68
Properties=species:S:1:pos:R:3:mulliken_spin:R:1
Ti -0.0211 0.7069 -0.0756 0.94
N -1.7681 0.9607 4.3855 0.00
C -1.7126 0.7839 3.0246 0.00
S -2.2685 2.0007 1.9983 -0.01
N -1.3064 -0.4364 2.6767 0.01
N -1.0789 -0.5918 1.3754 0.00
C -1.0494 -1.8148 0.9420 0.04
C -0.8890 -2.0824 -0.4609 -0.03
C -1.1202 -3.3615 -0.9855 0.01
C -1.1039 -3.5262 -2.3523 -0.01
C -0.8574 -2.4299 -3.1771 0.01
C -0.5933 -1.2099 -2.5903 0.00
N -0.6074 -1.0356 -1.2713 -0.04
H -1.8502 1.9192 4.6718 0.00
H -1.1117 0.3905 4.9006 0.00
H -1.2693 -2.6285 1.6261 0.00
H -1.3087 -4.1912 -0.3184 0.00
H -1.2867 -4.5034 -2.7815 0.00
H -0.8439 -2.5233 -4.2538 0.00
H -0.3514 -0.3351 -3.1825 0.00
C 1.9418 1.6487 -3.9984 0.06
C 2.5826 0.4552 -4.3745 0.01
C 2.7179 -0.5442 -3.4568 0.04
C 2.2183 -0.3897 -2.1276 0.01
N 1.5341 0.7519 -1.8045 0.07
C 1.4405 1.7319 -2.7216 -0.02
N 2.4498 -1.4041 -1.2860 0.05
C 2.2662 -1.2650 0.0249 0.21
N 1.6930 -0.1933 0.6623 -0.05
C 1.8777 -0.3076 2.0179 0.15
N 1.6388 0.6128 2.9371 0.09
C 1.2389 1.8525 2.6100 -0.02
C 1.3652 2.8411 3.6294 0.04
C 1.0874 4.1511 3.3663 0.00
C 0.6527 4.5139 2.0829 0.05
C 0.4821 3.5152 1.1577 0.00
N 0.7461 2.2181 1.3939 0.06
C 2.4874 -1.5887 2.2795 0.09
C 2.8612 -2.2291 3.4600 -0.01
C 3.4518 -3.4719 3.3712 0.06
C 3.6922 -4.0735 2.1195 0.02
C 3.3454 -3.4417 0.9447 0.03
C 2.7257 -2.1917 1.0243 0.04
H 1.8173 2.4754 -4.6831 0.01
H 2.9705 0.3302 -5.3790 0.00
H 3.2157 -1.4761 -3.6849 0.00
H 0.8954 2.6105 -2.4037 0.01
H 1.7152 2.5047 4.5951 0.00
H 1.2039 4.9000 4.1414 0.00
H 0.4122 5.5355 1.8257 0.00
H 0.0807 3.7280 0.1761 0.00
H 2.6797 -1.7513 4.4151 0.00
H 3.7436 -3.9979 4.2728 0.01
H 4.1620 -5.0501 2.0878 0.00
H 3.5375 -3.8911 -0.0222 0.01
O -1.8953 3.4010 -2.6455 0.00
C -1.8828 2.4355 -1.8972 0.00
O -0.9160 2.1044 -1.1213 0.02
C -3.1123 1.5483 -1.7816 0.00
C -4.2609 1.8376 -2.5089 0.00
C -5.3685 1.0258 -2.3378 0.00
C -5.2898 -0.0333 -1.4459 0.00
C -4.1018 -0.2325 -0.7616 0.00
N -3.0354 0.5382 -0.9239 0.00
H -4.2531 2.6866 -3.1779 0.00
H -6.2830 1.2164 -2.8859 0.00
H -6.1345 -0.6875 -1.2742 0.00
H -3.9989 -1.0423 -0.0436 0.00
```

Output
**Energy relative to the best compared isomer or geometry (same formula, charge and spin)**: 0.000 eV
**Highest occupied orbital energy (spin up / spin down)**: -2.348 / -4.471 eV
**Charge**: -1
**2S+1**: 3
**DFT total energy**: -85473.277 eV